1.
Entry from the OMol25 dataset: C37H29AuN7O4S as an isolated structure (wB97M-V/def2-TZVPD).

Summary:
* net charge: +1
* orbital gap: 0.1821 hartree
* ΔE to the lowest compared entry with this formula, charge and spin: 19.6 kcal per mole
* LUMO energy: -0.1833 Eh
* electronic energy: -71980.2128 eV

Geometry (Å):
Au (0.6740, 0.5314, 1.1656)
C (-9.2789, 4.4742, -5.9988)
O (-8.1597, 3.6623, -5.6156)
C (-7.9390, 3.4173, -4.3390)
C (-6.8120, 2.6026, -4.0682)
C (-6.4930, 2.2858, -2.7842)
C (-7.2907, 2.7851, -1.7289)
C (-8.4069, 3.5860, -1.9963)
C (-8.7361, 3.9048, -3.2905)
N (-7.0275, 2.5490, -0.3981)
N (-6.1134, 1.8465, -0.0407)
C (-4.9865, 1.3288, 0.2097)
C (-4.8990, -0.1231, 0.4235)
C (-3.7157, -0.7032, 0.6173)
C (-2.4544, 0.0723, 0.5940)
O (-1.3803, -0.4865, 0.5354)
C (-2.5624, 1.5613, 0.5673)
N (-1.4357, 2.2325, 0.7166)
C (-1.4579, 3.5567, 0.6260)
C (-2.6409, 4.2645, 0.4032)
C (-3.8248, 3.5678, 0.2651)
C (-3.7907, 2.1781, 0.3448)
H (-9.2417, 4.5242, -7.0808)
H (-9.1831, 5.4747, -5.5774)
H (-10.2123, 4.0106, -5.6803)
H (-6.2296, 2.2469, -4.9065)
H (-5.6355, 1.6579, -2.5779)
H (-8.9982, 3.9457, -1.1644)
H (-9.5974, 4.5227, -3.4916)
H (-5.8220, -0.6866, 0.3989)
H (-3.6173, -1.7724, 0.7542)
H (-0.4906, 4.0384, 0.7172)
H (-2.6211, 5.3434, 0.3452)
H (-4.7552, 4.0998, 0.1053)
O (3.8752, 0.3042, 1.6982)
C (3.5581, 1.4227, 1.3394)
N (4.3917, 2.4987, 1.2378)
C (3.7275, 3.6808, 0.7399)
C (2.2730, 3.1339, 0.6493)
O (1.3009, 3.8087, 0.3445)
N (2.2804, 1.8273, 0.9746)
C (4.2449, 4.1042, -0.6416)
C (5.5557, 3.8216, -1.0111)
C (6.0578, 4.2425, -2.2337)
C (5.2530, 4.9508, -3.1119)
C (3.9424, 5.2292, -2.7554)
C (3.4415, 4.8122, -1.5310)
C (3.8006, 4.8528, 1.7234)
C (4.6392, 4.7997, 2.8301)
C (4.7319, 5.8764, 3.7030)
C (3.9817, 7.0194, 3.4839)
C (3.1364, 7.0767, 2.3840)
C (3.0482, 6.0056, 1.5098)
H (5.3806, 2.3882, 1.3607)
H (6.2089, 3.2669, -0.3511)
H (7.0818, 4.0127, -2.4984)
H (5.6428, 5.2788, -4.0665)
H (3.3000, 5.7728, -3.4365)
H (2.4108, 5.0122, -1.2767)
H (5.2188, 3.9098, 3.0321)
H (5.3939, 5.8162, 4.5572)
H (4.0545, 7.8595, 4.1620)
H (2.5447, 7.9649, 2.2018)
H (2.3829, 6.0623, 0.6615)
N (2.2297, -4.0948, 6.5420)
C (1.0308, -4.0528, 5.9436)
S (-0.2114, -5.0548, 6.3334)
C (0.9092, -3.0431, 4.8507)
C (1.9748, -2.7587, 4.0060)
C (1.8085, -1.8286, 2.9912)
N (0.6545, -1.1925, 2.7952)
C (-0.3656, -1.4579, 3.6145)
C (-0.2909, -2.3719, 4.6440)
H (2.3697, -4.7492, 7.2939)
H (2.9160, -3.3759, 6.3866)
H (2.9203, -3.2737, 4.1093)
H (2.6207, -1.5553, 2.3284)
H (-1.2827, -0.9084, 3.4344)
H (-1.1419, -2.5734, 5.2786)

2.
Entry from the OMol25 dataset: C37H29F6N5PS2SbW as an isolated structure in a non-equilibrium geometry (wB97M-V/def2-TZVPD).

Summary:
* net charge: +3
* expectation value of S²: 0.76
* orbital gap (spin up / spin down): 0.1987 / 0.2150 hartree
* ΔE to the lowest compared entry with this formula, charge and spin: 15.2 kcal per mole
* LUMO energy (spin up / spin down): -0.4088 / -0.3930 Eh
* electronic energy: -101898.9458 eV
* multiplicity: 2

Geometry (Å):
W (0.7971, -0.9532, -0.0704)
N (0.1488, -2.9431, 3.5566)
C (-0.3662, -1.7597, 4.1085)
C (-0.8811, -1.4949, 5.3662)
C (-1.2697, -0.1928, 5.6039)
C (-1.1397, 0.7995, 4.6216)
C (-0.6266, 0.5196, 3.3695)
C (-0.2447, -0.7919, 3.1199)
N (0.3345, -1.4087, 1.9803)
C (0.5540, -2.7011, 2.3317)
C (1.2092, -3.5969, 1.4051)
C (1.6967, -4.8478, 1.5319)
S (2.4318, -5.3296, 0.0693)
C (2.0555, -3.8476, -0.6344)
N (1.4241, -3.0264, 0.1700)
H (0.2239, -3.8312, 4.0342)
H (-0.9636, -2.2606, 6.1281)
H (-1.6755, 0.0699, 6.5716)
H (-1.4456, 1.8114, 4.8535)
H (-0.5337, 1.2943, 2.6239)
H (1.6811, -5.4928, 2.3998)
H (2.3376, -3.5979, -1.6472)
S (-2.3084, -3.0668, -2.5794)
C (-2.7862, -3.3289, -0.9561)
C (-1.9930, -2.6800, -0.0756)
C (-0.9443, -1.9464, -0.7225)
C (-1.0217, -2.0833, -2.0912)
C (-0.0469, -1.4454, -2.9539)
C (-0.0534, -1.4482, -4.3280)
C (0.9539, -0.7832, -5.0098)
C (1.9296, -0.1112, -4.2873)
C (1.8701, -0.1256, -2.9154)
N (0.9105, -0.8027, -2.2472)
H (-3.6353, -3.9604, -0.7363)
H (-2.1478, -2.7394, 0.9927)
H (-0.8438, -1.9629, -4.8589)
H (0.9734, -0.7852, -6.0925)
H (2.7376, 0.4180, -4.7740)
H (2.6109, 0.3993, -2.3365)
N (1.9639, 0.7090, 1.0443)
C (1.4667, 2.0837, 1.1542)
C (2.1999, 3.0161, 1.8691)
C (1.7448, 4.3238, 1.9354)
C (0.5709, 4.6929, 1.2834)
C (-0.1517, 3.7527, 0.5703)
C (0.2938, 2.4307, 0.5128)
P (-0.6277, 1.1474, -0.3670)
C (-0.7499, 1.7308, -2.0724)
C (-1.8079, 1.2932, -2.8694)
C (-1.9216, 1.7511, -4.1730)
C (-0.9788, 2.6339, -4.6872)
C (0.0895, 3.0495, -3.9060)
C (0.2117, 2.5954, -2.5995)
C (-2.3263, 1.1742, 0.2425)
C (-2.8094, 0.1862, 1.0955)
C (-4.1036, 0.2528, 1.5893)
C (-4.9208, 1.3158, 1.2342)
C (-4.4503, 2.3009, 0.3742)
C (-3.1631, 2.2302, -0.1302)
H (2.8575, 0.7410, 0.5511)
H (2.2216, 0.3682, 1.9708)
H (3.1259, 2.7297, 2.3574)
H (2.3131, 5.0592, 2.4904)
H (0.2217, 5.7164, 1.3302)
H (-1.0590, 4.0472, 0.0595)
H (-2.5550, 0.6189, -2.4642)
H (-2.7570, 1.4333, -4.7846)
H (-1.0852, 3.0084, -5.6977)
H (0.8186, 3.7422, -4.3071)
H (1.0348, 2.9453, -1.9866)
H (-2.1735, -0.6339, 1.3754)
H (-4.4791, -0.5241, 2.2439)
H (-5.9306, 1.3747, 1.6210)
H (-5.0920, 3.1260, 0.0922)
H (-2.8220, 2.9891, -0.8240)
F (2.7664, -1.0062, -0.5401)
Sb (4.9701, -1.3919, -0.2100)
F (4.1299, -2.3203, 1.1642)
F (4.7106, 0.1362, 0.8363)
F (6.7554, -1.6291, 0.0841)
F (4.9148, -0.3009, -1.6995)
F (4.6301, -2.8657, -1.2847)

3.
Entry from the OMol25 dataset: C37H30Co2N2O5P as an isolated structure in a non-equilibrium geometry (wB97M-V/def2-TZVPD).

Summary:
* net charge: -1
* orbital gap: 0.1839 hartree
* ΔE to the lowest compared entry with this formula, charge and spin: 0.0 kcal per mole
* LUMO energy: 0.0831 Eh
* electronic energy: -136613.8281 eV

Geometry (Å):
C (-2.8132, -1.3855, 0.7881)
C (-1.7383, -0.8284, 1.6111)
N (-0.5676, -1.3223, 2.0212)
C (0.0504, -0.3231, 2.7731)
C (-0.7557, 0.7943, 2.7922)
C (-0.5904, 2.1616, 3.3179)
N (-1.8738, 0.4388, 2.0907)
H (-2.5924, -2.4067, 0.4785)
H (-3.7493, -1.3688, 1.3623)
H (-2.9546, -0.7591, -0.1031)
H (1.0243, -0.4388, 3.2401)
H (0.4321, 2.2959, 3.6834)
H (-0.7832, 2.9123, 2.5378)
H (-1.2833, 2.3610, 4.1472)
H (-2.6714, 1.0401, 1.8966)
O (0.5843, -3.3774, 3.4440)
C (0.7257, -2.9585, 2.3731)
Co (1.4024, -2.8747, 0.6503)
C (-0.0216, -3.6725, 0.0399)
O (-1.0266, -4.1815, -0.2651)
C (1.3668, -1.1802, 0.2266)
O (1.3092, -0.0196, 0.0892)
C (3.1476, -3.2232, 0.4625)
C (2.4233, -4.2496, 1.0502)
C (2.3464, -5.3390, 1.8550)
C (1.4912, -6.4674, 1.5661)
C (1.3658, -7.5262, 2.5048)
C (0.4011, -8.5129, 2.3459)
C (-0.4497, -8.4971, 1.2261)
C (-0.2539, -7.5355, 0.2293)
C (0.7537, -6.5806, 0.3639)
Co (2.7636, -3.6080, -1.3281)
C (1.6172, -4.4420, -2.3319)
O (0.9110, -4.9824, -3.0856)
C (4.3033, -4.2914, -1.6218)
O (5.3491, -4.7456, -1.8410)
P (3.0222, -1.7864, -2.3486)
C (1.4919, -0.8806, -2.8387)
C (1.5714, 0.2879, -3.6085)
C (0.4013, 0.9902, -3.9207)
C (-0.8465, 0.4941, -3.5323)
C (-0.9303, -0.7225, -2.8522)
C (0.2382, -1.4019, -2.5052)
C (4.0091, -0.6192, -1.3223)
C (3.6040, 0.6953, -1.0797)
C (4.3269, 1.5035, -0.2037)
C (5.4940, 1.0229, 0.3952)
C (5.9379, -0.2703, 0.1113)
C (5.2033, -1.0864, -0.7565)
C (3.9500, -1.8100, -3.9322)
C (5.1101, -1.0520, -4.1450)
C (5.7584, -1.0946, -5.3837)
C (5.2554, -1.8914, -6.4148)
C (4.1034, -2.6554, -6.2022)
C (3.4513, -2.6181, -4.9671)
H (4.0543, -2.7283, 0.7778)
H (2.9700, -5.3959, 2.7533)
H (2.0622, -7.5406, 3.3470)
H (0.3013, -9.3029, 3.0903)
H (-1.2393, -9.2435, 1.1219)
H (-0.8765, -7.5328, -0.6668)
H (1.0417, -5.9547, -0.4846)
H (2.5452, 0.6494, -3.9473)
H (0.4765, 1.9266, -4.4709)
H (-1.7563, 1.0467, -3.7679)
H (-1.8963, -1.1538, -2.5877)
H (0.1631, -2.3657, -1.9859)
H (2.7412, 1.1045, -1.5985)
H (3.9678, 2.5131, -0.0020)
H (6.0592, 1.6599, 1.0783)
H (6.8550, -0.6604, 0.5560)
H (5.5598, -2.0960, -0.9813)
H (5.5012, -0.4180, -3.3498)
H (6.6561, -0.4963, -5.5375)
H (5.7591, -1.9167, -7.3823)
H (3.7054, -3.2803, -7.0014)
H (2.5441, -3.2072, -4.8105)

Question: Look up the net charge of the first one.
Answer: +1

Question: Number 2 is which compound?
Answer: C37H29F6N5PS2SbW

Question: Among the records above, which one has the highest ΔE to the lowest compared entry with this formula, charge and spin?
Answer: C37H29AuN7O4S